1.
6 unconnected molecules or ions with the total composition H14NO5. Source: the OMol25 dataset; level of theory: wB97M-V/def2-TZVPD.

The geometry in ORCA input format:
```
! RIJCOSX wB97M-V def2-TZVPD def2/J DEFGRID3
* xyz 1 1
N -0.82634 -0.46298 -0.23327
H -1.10726 0.01410 -1.09536
H -1.55141 -0.37582 0.47742
H -0.76697 -1.47022 -0.44817
H 0.05790 -0.09100 0.12606
H 4.09675 2.62700 1.43407
H 3.08193 2.52961 2.54364
O 3.73175 2.00034 2.06177
H -2.16560 2.90972 -0.38800
H -0.76028 3.04461 -0.93283
O -1.28722 2.54803 -0.30113
H 0.00382 -4.07968 -0.03500
H 0.18499 -3.10913 1.12744
O 0.01669 -3.13766 0.17753
H 2.47599 -1.54484 0.77229
H 2.38786 -0.08632 1.22290
O 1.85746 -0.80879 0.83995
H -2.88570 0.08365 -3.16989
H -3.70809 -0.28722 -1.89565
O -2.83627 -0.30340 -2.28375
*
```

Its energy relative to the best compared isomer or geometry (same formula, charge and spin) is 17.61 kcal per mole. The calculation puts the LUMO energy at -2.880 eV.

---

2.
A molecular structure, C10H13NO at a distorted geometry. Source: the OMol25 dataset; level of theory: wB97M-V/def2-TZVPD.

The geometry in ORCA input format:
```
! RIJCOSX wB97M-V def2-TZVPD def2/J DEFGRID3
* xyz 0 1
C -1.45217 1.93282 -0.19702
C -0.31182 2.18238 -1.32418
C -0.50420 1.10157 -2.48118
C 0.81644 1.26121 -1.51663
C 0.75728 0.08209 -0.45740
C 0.64141 -1.18920 -1.07050
C 0.54137 -2.22856 -0.19368
C 0.66594 -2.32017 1.14624
C 0.68774 -1.15041 1.73866
C 0.65552 0.08110 1.01465
H -3.14622 1.20340 -0.04663
H -1.88695 0.06154 0.72430
H -1.30982 2.35234 0.75488
H -2.22352 2.67121 -0.48633
H -0.22542 3.26893 -1.84116
H -0.40394 1.09660 -3.86464
H -1.32306 0.43863 -2.21669
H 1.89378 1.48423 -2.27358
H 0.59209 -1.36203 -2.22982
H 0.57614 -3.19222 -0.63124
H 0.24241 -3.22345 1.67172
H 0.58875 -1.93692 3.48714
H 0.79689 0.93190 1.63872
N -2.13975 0.73403 -0.03435
O 0.72774 -0.93118 3.20000
*
```

Its energy relative to the best compared isomer or geometry (same formula, charge and spin) is 157.07 kcal per mole. The calculation puts the LUMO energy at 0.783 eV.

---

3.
A molecular structure, C33H40N4P2PdSe at a distorted geometry. Source: the OMol25 dataset; level of theory: wB97M-V/def2-TZVPD.

The geometry in ORCA input format:
```
! RIJCOSX wB97M-V def2-TZVPD def2/J DEFGRID3
* xyz 2 5
Pd 0.17808 1.20008 -0.26030
C -1.41167 1.38942 -3.25807
C -1.22249 0.07485 -3.35767
C -0.29240 -0.66998 -4.27880
C 1.06495 0.02975 -4.56066
C 1.67490 0.72568 -3.36723
C 1.31859 1.92090 -2.84957
C 0.43257 2.96190 -3.46933
C -0.81205 2.39082 -4.16346
C 0.83886 1.27384 1.73614
H -2.12888 1.73810 -2.52182
H -2.05663 -0.49014 -2.94888
H -0.80527 -0.81276 -5.24364
H -0.09931 -1.70143 -3.94930
H 1.77951 -0.74650 -4.92381
H 0.96556 0.73994 -5.41215
H 2.59963 0.25364 -2.98690
H 1.96150 2.37984 -2.09612
H 0.99513 3.59036 -4.17869
H 0.16108 3.62805 -2.63136
H -1.55084 3.18087 -4.35100
H -0.54809 1.94427 -5.13342
H 0.19919 2.04485 2.21697
H 1.88539 1.65039 1.85513
H 0.73516 0.35072 2.35655
P 1.69522 -0.62969 -0.28520
P -1.71487 -0.45841 -0.11295
N 3.27735 0.36721 -0.65471
N 2.51206 -1.78133 0.81555
N -3.12189 0.63739 -0.75007
N -2.93714 -1.46784 0.76028
C 0.70435 -1.72025 -1.38249
C -0.85437 -1.76499 -1.08574
C 3.22208 1.73183 -0.36992
C 4.22264 2.43342 -1.02595
C 5.00100 1.45682 -1.70903
C 4.42481 0.20225 -1.44250
C 3.31317 -1.40729 1.91442
C 4.15952 -2.45545 2.25190
C 3.86675 -3.53159 1.35749
C 2.84729 -3.10992 0.52727
C -2.94087 2.00262 -0.44049
C -3.82176 2.77969 -1.18486
C -4.65302 1.87647 -1.91105
C -4.20719 0.57430 -1.62740
C -4.16837 -2.03001 0.38203
C -4.57259 -2.93481 1.35884
C -3.55009 -2.96014 2.35735
C -2.54647 -2.09987 1.93858
H 1.05160 -2.74801 -1.25090
H 0.98326 -1.42416 -2.41217
H -1.34394 -1.83225 -2.06312
H -1.07674 -2.69484 -0.53580
H 2.40467 2.15793 0.18345
H 4.30421 3.51684 -1.02292
H 5.84710 1.68315 -2.35829
H 4.74412 -0.78032 -1.76245
H 3.15041 -0.47902 2.43312
H 4.93761 -2.43828 3.00720
H 4.35734 -4.49259 1.27367
H 2.24746 -3.63949 -0.18301
H -2.21218 2.28651 0.29617
H -3.84889 3.86343 -1.19332
H -5.49337 2.15777 -2.53184
H -4.61593 -0.38589 -1.93713
H -4.66026 -1.72223 -0.52785
H -5.48184 -3.52160 1.33322
H -3.53038 -3.53776 3.27129
H -1.63259 -1.77349 2.41053
Se -1.95032 0.97537 3.27036
C -1.03685 0.45663 4.77985
C -0.83854 1.40181 5.81779
C -0.38171 1.00305 7.06247
C -0.00713 -0.33866 7.28299
C -0.06832 -1.26041 6.21891
C -0.53661 -0.85806 4.97166
H -1.08478 2.44025 5.62534
H -0.31752 1.73480 7.86699
H 0.35734 -0.66117 8.26705
H 0.25536 -2.29471 6.36492
H -0.54262 -1.55239 4.13780
*
```

Its energy relative to the best compared isomer or geometry (same formula, charge and spin) is 35.05 kcal per mole. The calculation puts the LUMO energy (spin up / spin down) at -6.240 / -9.289 eV.

---

4.
8 unconnected molecules or ions with the total composition C32H57FNO9 at a distorted geometry. Source: the OMol25 dataset; level of theory: wB97M-V/def2-TZVPD.

The geometry in ORCA input format:
```
! RIJCOSX wB97M-V def2-TZVPD def2/J DEFGRID3
* xyz 1 1
C -0.62173 1.66874 3.60531
C -0.04022 0.45572 2.69385
O 0.67012 0.93323 1.51507
C 2.01444 1.28331 1.79979
O 2.76405 0.42498 2.35119
C 2.57944 2.72154 1.37665
C 4.12571 2.95054 1.77973
C 4.31835 3.94704 3.03005
C 5.20324 3.35260 4.21646
C 4.89946 1.93670 4.83515
C 5.72416 1.35734 6.02477
N 6.81225 2.13586 6.58472
C 7.20647 3.43857 6.06313
C 6.43377 4.10471 4.86674
F 6.85199 5.38847 4.37899
H -0.07557 1.77208 4.60759
H -1.72406 1.41139 3.83966
H -0.65521 2.64433 2.99310
H -0.98425 -0.10556 2.29761
H 0.52887 -0.30418 3.32834
H 1.87020 3.53837 1.74453
H 2.53287 2.75504 0.21780
H 4.61096 3.47146 0.86536
H 4.70851 1.98289 1.95617
H 3.25947 4.12117 3.47419
H 4.74247 4.98427 2.74602
H 4.03852 1.31524 4.41727
H 5.45902 0.33964 6.47024
H 7.31961 1.73247 7.39389
H 8.08866 4.00756 6.52580
C -0.46246 -3.30333 -0.29628
C -1.72429 -2.72143 0.28153
O -1.70377 -1.69162 0.93917
C -3.00997 -3.45669 0.01787
H 0.38457 -2.66884 -0.02613
H -0.29419 -4.30225 0.10887
H -0.53610 -3.34408 -1.38433
H -2.95528 -4.46306 0.43718
H -3.19702 -3.50414 -1.05367
H -3.83618 -2.92284 0.49450
C -5.22715 -4.46704 -3.85803
C -4.14742 -5.33941 -3.27681
O -3.72326 -5.15775 -2.14705
C -3.60996 -6.44651 -4.14424
H -5.51805 -3.71312 -3.12253
H -4.85554 -3.96107 -4.74893
H -6.10141 -5.07169 -4.10360
H -3.16619 -6.02700 -5.04971
H -4.41347 -7.13950 -4.40253
H -2.83841 -6.99317 -3.59693
C -5.66028 3.41582 3.24328
C -4.44584 2.57513 2.95236
O -3.38767 2.77095 3.52659
C -4.58771 1.48332 1.92518
H -5.41156 4.16146 4.00193
H -5.98028 3.93302 2.33612
H -6.46648 2.78482 3.62361
H -4.86001 1.91477 0.95957
H -5.34631 0.76669 2.24699
H -3.63455 0.95958 1.81825
C -2.15509 5.88660 3.27460
C -2.88513 7.09074 2.74109
O -3.93150 7.46594 3.23632
C -2.27038 7.81261 1.57089
H -2.71272 5.46814 4.11506
H -2.07446 5.12568 2.49512
H -1.16193 6.17872 3.62398
H -2.19435 7.13732 0.71579
H -1.28257 8.19014 1.84425
H -2.90393 8.65823 1.29387
C -7.28042 -1.97216 -7.55413
C -6.43519 -3.18209 -7.25719
O -6.54134 -3.78534 -6.20374
C -5.45357 -3.61778 -8.31244
H -7.94043 -1.77487 -6.70647
H -6.64054 -1.10081 -7.70984
H -7.89295 -2.15500 -8.43963
H -4.73260 -2.81952 -8.50172
H -5.98501 -3.87358 -9.23153
H -4.91419 -4.50109 -7.96257
C 2.95675 -5.66319 -3.13670
C 2.58868 -4.55954 -2.18112
O 1.63176 -4.66060 -1.43499
C 3.44972 -3.32438 -2.18298
H 2.25032 -6.48878 -3.02533
H 2.90784 -5.29678 -4.16448
H 3.96113 -6.02912 -2.91279
H 3.42235 -2.85364 -3.16801
H 4.47615 -3.58609 -1.91597
H 3.06608 -2.61526 -1.44525
C 5.42485 -0.35248 -2.47944
C 6.74038 -0.81624 -1.91267
O 7.26963 -1.84049 -2.30060
C 7.37542 0.03727 -0.84660
H 5.08634 -1.06344 -3.23592
H 4.67576 -0.30230 -1.68575
H 5.54655 0.62636 -2.94873
H 6.71240 0.10498 0.01903
H 7.58378 1.03351 -1.24312
H 8.31705 -0.41820 -0.53171
*
```

The calculation puts the LUMO energy at -4.955 eV.

---

5.
A molecular structure, C31H38AuClN4O2S4. Source: the OMol25 dataset; level of theory: wB97M-V/def2-TZVPD.

The geometry in ORCA input format:
```
! RIJCOSX wB97M-V def2-TZVPD def2/J DEFGRID3
* xyz 0 3
Au -0.15932 -0.11016 -0.14275
O -3.19606 -4.68274 4.27638
C -2.65621 -3.88781 3.56107
S -0.92951 -3.92042 3.17233
C -0.88633 -2.51062 2.13242
C -2.12017 -1.82938 1.97060
S -2.42358 -0.39762 1.14220
S -3.50130 -2.54314 2.77374
S 0.60969 -2.12200 1.48181
C 4.32507 -0.97608 -2.28954
C 4.03635 0.52206 -2.44075
C 3.99581 0.91786 -3.92101
C 5.08706 1.35469 -1.69194
C 2.72182 0.80027 -1.82785
N 1.69827 1.01044 -1.35152
H 5.29082 -1.19643 -2.74699
H 3.55830 -1.57001 -2.78864
H 4.36213 -1.26767 -1.23929
H 4.99828 0.80793 -4.33846
H 3.67820 1.95409 -4.04438
H 3.30598 0.28362 -4.47505
H 6.06320 1.17937 -2.14600
H 5.13796 1.07170 -0.63977
H 4.86280 2.42014 -1.75701
C -0.96936 -1.25104 -1.74280
C -0.30758 -0.96814 -3.03437
C -0.61899 0.17467 -3.77774
C -0.04545 0.40438 -5.01761
C 0.86160 -0.50448 -5.55186
C 1.19695 -1.63605 -4.81912
C 0.62606 -1.85857 -3.57338
H -0.86698 -2.29158 -1.43885
H -2.01666 -0.95500 -1.72730
H -1.33609 0.88142 -3.37231
H -0.31602 1.29087 -5.57907
H 1.29719 -0.33403 -6.52849
H 1.89517 -2.35772 -5.22737
H 0.87700 -2.75429 -3.01452
C 1.11322 6.81426 0.70155
C 0.53043 6.33984 2.04114
C -0.00832 7.57646 2.77737
C -0.65469 5.42123 1.69499
C 1.64347 5.65140 2.91086
O 2.81502 6.49187 2.88430
C 1.34665 5.46035 4.41298
C 0.02108 4.91996 4.97584
C -0.04385 3.41585 5.12856
C -1.00793 2.66110 4.47726
C -1.09598 1.28655 4.65787
C -0.20896 0.66195 5.51035
Cl -0.31490 -1.05710 5.75887
C 0.76629 1.38977 6.18357
C 0.83731 2.76068 5.98828
C 2.30912 4.41626 2.29045
N 1.55573 3.17854 2.22593
C 0.99688 2.62116 1.14912
N 0.60745 1.39576 1.44109
C 0.99810 1.23867 2.73624
N 1.59477 2.28213 3.24125
H 0.39847 7.48317 0.21870
H 1.28285 5.98423 0.01091
H 2.05326 7.35082 0.83024
H -0.77652 8.05282 2.16584
H 0.76810 8.32994 2.94473
H -0.45977 7.33306 3.73927
H -1.39775 6.00206 1.14308
H -1.15214 4.99314 2.55618
H -0.35989 4.59940 1.05040
H 2.58523 7.34682 3.26366
H 1.48396 6.45359 4.84652
H 2.17495 4.86857 4.81203
H -0.84517 5.28129 4.43628
H -0.07420 5.35521 5.97453
H -1.70981 3.14534 3.80624
H -1.84828 0.70595 4.13865
H 1.45124 0.88435 6.85084
H 1.59439 3.33024 6.51813
H 3.21657 4.22313 2.85827
H 2.61951 4.66844 1.27949
H 0.90448 3.10011 0.18724
H 0.84176 0.32588 3.29063
*
```

Its energy relative to the best compared isomer or geometry (same formula, charge and spin) is 11.57 kcal per mole. The calculation puts the LUMO energy (spin up / spin down) at 0.217 / -1.471 eV.

---

6.
3 unconnected molecules or ions with the total composition C7H17NO2 at a distorted geometry. Source: the OMol25 dataset; level of theory: wB97M-V/def2-TZVPD.

The geometry in ORCA input format:
```
! RIJCOSX wB97M-V def2-TZVPD def2/J DEFGRID3
* xyz -1 2
C -2.03163 -0.85785 -1.06269
C -0.83776 0.07904 -0.87335
C 0.32223 -0.46284 -0.07262
C 0.16377 -1.45685 0.84681
C 1.31282 -2.24278 1.46116
C 2.59683 0.58472 0.36123
C 1.57753 0.15257 -0.44525
N -2.04338 -1.71588 -2.31107
H -2.06500 -1.60559 -0.25281
H -3.04556 -0.41249 -1.11789
H -0.42469 0.42138 -1.89816
H -1.17846 1.04714 -0.47985
H -0.83898 -1.70952 1.31785
H 2.21312 -1.67480 1.16238
H 1.31806 -2.14013 2.55218
H 1.25684 -3.26192 1.15051
H 2.78546 0.56351 1.40043
H 3.25856 1.31491 -0.14556
H 1.66282 0.35552 -1.53573
H -1.60197 -2.60698 -2.25230
H -1.58479 -1.24227 -3.08676
H -0.37355 2.55206 -1.09751
H 1.01490 2.47039 -0.44864
O 0.13945 2.86669 -0.34549
H -1.17511 2.25378 1.41679
H -0.28918 1.34554 2.21758
O -0.82752 2.14150 2.31110
*
```

Its energy relative to the best compared isomer or geometry (same formula, charge and spin) is 0.00 kcal per mole. The calculation puts the LUMO energy (spin up / spin down) at 3.692 / 3.653 eV.

---

no.,DFT total energy (eV)
1,-11949.6587
2,-14111.6232
3,-128209.5834
4,-56731.0902
5,-102374.0270
6,-13117.3825